Record 1
{
  "formula": "C28H24AlN3Se",
  "method": "ωB97M-V/def2-TZVPD",
  "symbols": ["Al", "C", "C", "N", "C", "C", "C", "C", "C", "C", "C", "C", "C", "N", "C", "H", "H", "H", "H", "H", "H", "H", "H", "C", "C", "C", "C", "C", "C", "Se", "C", "C", "C", "H", "H", "H", "H", "H", "H", "H", "H", "H", "H", "H", "N", "C", "C", "C", "C", "C", "C", "C", "H", "H", "H", "H", "H"],
  "coordinates": [[-0.4699, -0.0427, -0.0796], [0.6783, 3.8938, -1.2006], [0.7434, 2.5123, -0.9976], [-0.2334, 1.8566, -0.3841], [-1.3101, 2.5464, 0.0767], [-1.4570, 3.9224, -0.0807], [-0.4166, 4.5955, -0.7533], [-2.6262, 4.5568, 0.4597], [-3.5622, 3.8416, 1.1254], [-3.4193, 2.4244, 1.3122], [-4.3302, 1.6150, 2.0197], [-4.0827, 0.2695, 2.1612], [-2.9300, -0.2824, 1.5962], [-2.0599, 0.4586, 0.9217], [-2.2975, 1.7895, 0.7812], [1.4938, 4.3905, -1.7047], [1.5922, 1.9265, -1.3281], [-0.4808, 5.6649, -0.9058], [-2.7407, 5.6245, 0.3333], [-4.4342, 4.3300, 1.5381], [-5.2173, 2.0562, 2.4555], [-4.7612, -0.3714, 2.7044], [-2.7028, -1.3365, 1.6955], [5.3697, -0.6944, 4.3966], [4.3377, -0.8792, 3.3247], [4.6022, -1.6323, 2.1893], [3.6563, -1.8335, 1.1898], [4.0091, -2.6780, 0.0002], [2.3994, -1.2446, 1.3512], [1.1222, -1.6478, -0.0522], [2.0972, -0.4821, 2.4805], [0.7494, 0.1381, 2.6827], [3.0747, -0.3092, 3.4498], [6.3466, -1.0433, 4.0687], [5.0969, -1.2542, 5.2925], [5.4588, 0.3545, 4.6784], [5.5790, -2.0851, 2.0737], [5.0530, -2.9792, 0.0468], [3.8558, -2.1416, -0.9376], [3.4038, -3.5867, -0.0352], [0.5451, 0.9218, 1.9272], [0.6909, 0.6586, 3.6390], [-0.0452, -0.6122, 2.6724], [2.8451, 0.2802, 4.3294], [-1.3997, -0.5327, -1.7309], [-1.5595, -1.1870, -2.6700], [-1.7731, -1.9828, -3.8162], [-2.9747, -2.6977, -3.9190], [-3.1796, -3.4789, -5.0397], [-2.2043, -3.5417, -6.0286], [-1.0159, -2.8275, -5.9175], [-0.7874, -2.0381, -4.8074], [-3.7208, -2.6387, -3.1397], [-4.0973, -4.0394, -5.1447], [-2.3728, -4.1589, -6.9004], [-0.2711, -2.8888, -6.6973], [0.1325, -1.4798, -4.7030]],
  "atomic_forces_ev_per_a": [[-0.146, -0.002, -0.282], [-0.015, -0.064, 0.029], [0.021, 0.078, -0.037], [0.000, 0.045, -0.011], [-0.046, 0.118, 0.044], [0.027, -0.119, 0.026], [0.028, -0.040, -0.007], [-0.043, -0.030, 0.026], [0.032, 0.007, -0.026], [0.110, -0.033, -0.030], [0.026, -0.050, -0.004], [0.069, -0.005, -0.042], [-0.059, -0.005, 0.062], [-0.050, -0.052, 0.030], [-0.057, 0.141, 0.056], [0.011, 0.009, -0.010], [0.000, -0.005, -0.015], [0.001, 0.029, 0.000], [-0.002, 0.024, -0.006], [-0.022, 0.014, 0.003], [-0.014, 0.019, 0.001], [-0.005, -0.005, 0.008], [-0.007, -0.017, -0.002], [0.053, -0.001, 0.027], [-0.069, -0.001, -0.070], [-0.017, 0.057, 0.076], [-0.067, 0.039, 0.008], [0.025, -0.055, -0.051], [0.110, -0.036, 0.018], [0.013, -0.011, 0.106], [-0.059, -0.026, -0.061], [-0.079, 0.232, 0.024], [0.058, -0.024, -0.050], [0.007, -0.003, 0.006], [0.000, 0.001, 0.009], [-0.002, 0.007, 0.014], [0.020, -0.011, -0.010], [0.002, -0.009, -0.003], [-0.007, 0.008, -0.005], [-0.009, 0.007, -0.013], [0.014, -0.143, 0.058], [0.019, -0.043, -0.006], [-0.037, -0.017, -0.057], [-0.017, 0.017, 0.019], [0.295, -0.185, 0.031], [-0.039, 0.168, 0.170], [-0.145, 0.024, 0.080], [0.072, -0.058, -0.158], [-0.010, 0.038, 0.076], [0.017, -0.003, -0.019], [-0.008, 0.022, 0.042], [-0.004, -0.069, -0.087], [-0.010, 0.017, 0.029], [-0.007, -0.011, -0.002], [-0.001, -0.004, -0.018], [0.019, -0.003, -0.013], [0.004, 0.015, 0.017]],
  "charge": 2,
  "gap_ha": 0.220,
  "multiplicity": 1,
  "max_force_ev_per_a": 0.3,
  "lumo_ev": -6.9908
}


Record 2
{
  "formula": "C6H9N2O2",
  "method": "ωB97M-V/def2-TZVPD",
  "symbols": ["O", "C", "O", "C", "C", "C", "N", "C", "C", "N", "H", "H", "H", "H", "H", "H", "H", "H", "H"],
  "coordinates": [[-0.1653, -0.0430, -2.5456], [-1.0837, -0.0196, -1.7936], [-1.9233, 1.0585, -1.7402], [-1.3913, -1.1833, -0.8901], [-1.0577, -0.8269, 0.5927], [0.2654, -0.1472, 0.6911], [0.4483, 1.0476, 1.2605], [1.7930, 1.3862, 1.1829], [2.4139, 0.3784, 0.5598], [1.4442, -0.5715, 0.2609], [-1.7500, 1.5852, -0.9534], [-0.7109, -1.9665, -1.1906], [-2.4249, -1.4886, -0.9728], [-0.9995, -1.7410, 1.1722], [-1.8337, -0.1891, 0.9972], [-0.2939, 1.5856, 1.6743], [2.2032, 2.2902, 1.5775], [3.4525, 0.2924, 0.3244], [1.6137, -1.4474, -0.2072]],
  "atomic_forces_ev_per_a": [[0.507, -0.018, -0.363], [-0.168, 0.102, -0.216], [-0.088, -0.059, 0.171], [0.492, 0.339, 0.786], [0.132, -0.198, -0.899], [-0.661, 0.224, 0.395], [0.600, -0.346, -0.386], [-0.370, 0.232, 0.225], [-0.100, -0.246, -0.099], [0.376, 0.342, 0.177], [-0.216, 0.146, 0.035], [-0.140, -0.414, -0.240], [-0.181, -0.146, -0.003], [-0.235, -0.165, 0.196], [-0.045, 0.134, 0.279], [0.005, 0.120, 0.141], [-0.043, 0.271, 0.111], [0.187, -0.276, -0.183], [-0.050, -0.042, -0.127]],
  "charge": 1,
  "gap_ha": 0.402,
  "multiplicity": 1,
  "max_force_ev_per_a": 1.0,
  "smiles": "O=C(O)CCc1[nH]cc[nH+]1",
  "lumo_ev": -3.3290
}


Record 3
{
  "formula": "C4H3NS",
  "method": "ωB97M-V/def2-TZVPD",
  "symbols": ["C", "C", "C", "C", "N", "S", "H", "H", "H"],
  "coordinates": [[-3.5277, -1.1217, 0.0182], [-4.7884, -1.2116, 0.0384], [-1.4619, 0.2852, 0.0028], [0.1023, 0.1670, 0.0589], [-2.3670, -0.6569, 0.0240], [-2.1912, 1.8169, -0.0330], [0.5635, -0.6598, -0.3162], [0.3283, 0.2785, 1.1041], [0.3116, 1.1665, -0.4808]],
  "atomic_forces_ev_per_a": [[4.241, 1.319, 0.146], [-2.631, -0.654, -0.013], [0.423, 1.630, 0.126], [-3.190, 4.133, -0.069], [-1.326, -1.628, -0.215], [0.742, -0.784, -0.004], [0.938, -2.294, -1.320], [0.327, 0.137, 0.466], [0.475, -1.859, 0.883]],
  "gap_ha": [0.241, 0.229],
  "multiplicity": 1,
  "max_force_ev_per_a": 5.2,
  "lumo_ev": [-2.7897, -3.0265]
}